# 1
# C22H41BrFeNP3S

A structure of composition C22H41BrFeNP3S in a non-equilibrium geometry (wB97M-V/def2-TZVPD, OMol25).

Results
HOMO energy (alpha / beta) ... -16.4 / -16.3 eV
E ... -6176.5196 a.u.
Orbital gap (alpha / beta) ... 6.94 / 5.12 eV
Strongest force on any atom ... 0.08416 hartree/bohr
Lowest unoccupied orbital energy (alpha / beta) ... -0.34610 / -0.41109 hartree
M ... 580.3 g/mol

The geometry in ORCA input format:
```
! RIJCOSX wB97M-V def2-TZVPD def2/J DEFGRID3
* xyz 3 6
Fe 2.535 -0.708 -0.453
P 0.080 1.939 1.588
P -3.501 -1.346 -0.073
P 3.113 1.328 0.280
H 1.646 -0.863 -3.151
C 2.559 -1.036 -2.543
C 2.748 -2.201 -1.673
H 1.779 -2.761 -1.523
C -0.690 3.350 0.693
C -1.344 1.443 2.635
C 0.993 2.886 2.881
C -4.487 -2.419 -1.102
C -3.783 -1.433 1.705
C -3.452 0.337 -0.684
C 4.517 0.783 -0.780
C 4.037 1.471 1.852
C 2.934 3.048 -0.279
H 3.463 -0.722 -3.091
H 3.786 -2.625 -1.792
H -1.060 4.094 1.406
H -1.524 2.978 0.085
H 0.051 3.811 0.030
H -1.564 2.239 3.355
H -1.087 0.530 3.184
H -2.234 1.255 2.022
H 0.274 3.516 3.421
H 1.775 3.527 2.456
H 1.451 2.182 3.586
H -5.374 -2.730 -0.545
H -3.875 -3.292 -1.353
H -4.752 -1.885 -2.017
H -4.703 -0.850 1.949
H -2.909 -1.027 2.266
H -3.909 -2.494 2.006
H -4.389 0.531 -1.226
H -2.601 0.450 -1.393
H -3.332 1.071 0.133
H 5.197 1.632 -0.614
H 4.258 0.729 -1.847
H 4.957 -0.157 -0.386
H 5.067 1.765 1.596
H 4.073 0.507 2.372
H 3.549 2.222 2.489
H 3.874 3.318 -0.785
H 2.781 3.716 0.581
H 2.112 3.157 -0.998
C -0.886 -0.771 -2.750
C -0.776 0.551 -3.247
C -1.310 0.835 -4.509
C -1.931 -0.164 -5.294
C -1.998 -1.479 -4.800
C -1.507 -1.781 -3.537
S -0.408 -1.228 -1.179
H -2.190 -1.908 -0.205
H -0.365 1.317 -2.584
H -1.177 1.820 -4.958
H -2.295 0.065 -6.309
H -2.443 -2.264 -5.425
H -1.572 -2.779 -3.114
Br -1.637 -4.332 2.422
C -0.228 -3.044 2.639
C -0.031 -2.423 3.875
C 0.899 -1.381 3.922
C 1.544 -0.983 2.749
N 1.357 -1.566 1.559
C 0.565 -2.673 1.526
H -0.587 -2.766 4.735
H 1.140 -0.893 4.855
H 2.277 -0.169 2.769
H 0.524 -3.255 0.599
*
```

# 2
# C22H43N2OP3Ti

A structure of composition C22H43N2OP3Ti in a non-equilibrium geometry (wB97M-V/def2-TZVPD, OMol25).

Results
HOMO energy (alpha / beta) ... -17.0 / -17.0 eV
E ... -2921.3957 a.u.
Orbital gap (alpha / beta) ... 7.14 / 7.48 eV
Strongest force on any atom ... 0.07880 hartree/bohr
Lowest unoccupied orbital energy (alpha / beta) ... -0.36188 / -0.35006 hartree
Energy relative to the best compared isomer or geometry (same formula, charge and spin) ... 90.1 kJ/mol
M ... 492.4 g/mol

The geometry in ORCA input format:
```
! RIJCOSX wB97M-V def2-TZVPD def2/J DEFGRID3
* xyz 3 2
Ti 0.277 0.155 -0.236
P 1.921 0.205 -1.822
P -1.454 -0.873 -2.027
P 0.472 1.175 2.010
H -1.954 -2.966 0.291
C -2.207 -2.806 1.349
C -2.853 -1.609 1.614
H -3.386 -1.058 0.846
C 2.560 -1.415 -2.283
C 1.706 1.080 -3.394
C 3.122 1.125 -0.823
C -3.207 -1.375 -1.830
C -1.800 0.391 -3.324
C -0.858 -2.255 -3.071
C -0.717 1.103 3.376
C 0.736 2.974 1.898
C 1.932 0.683 2.961
H -1.773 -3.448 2.099
H -2.652 -1.045 2.514
H 3.461 -1.631 -1.711
H 2.858 -1.413 -3.331
H 1.754 -2.175 -2.193
H 2.676 1.440 -3.753
H 1.059 1.956 -3.286
H 1.300 0.423 -4.172
H 4.026 1.260 -1.428
H 3.366 0.545 0.081
H 2.707 2.115 -0.564
H -3.579 -1.692 -2.817
H -3.792 -0.518 -1.474
H -3.306 -2.177 -1.095
H -2.427 -0.076 -4.100
H -0.880 0.789 -3.769
H -2.354 1.220 -2.865
H -1.683 -2.665 -3.666
H -0.453 -3.062 -2.451
H -0.055 -1.941 -3.746
H -0.150 1.565 4.202
H -1.011 0.071 3.615
H -1.566 1.741 3.125
H 1.053 3.252 2.923
H -0.224 3.454 1.679
H 1.510 3.229 1.160
H 1.814 1.205 3.916
H 2.846 1.048 2.493
H 2.025 -0.399 3.124
C 1.672 -2.479 1.331
C 2.731 -3.043 0.639
C 3.581 -3.951 1.320
C 3.358 -4.306 2.683
C 2.346 -3.618 3.379
C 1.513 -2.717 2.702
O 0.726 -1.675 0.617
H -0.050 -1.400 1.237
H 2.962 -2.747 -0.387
H 4.428 -4.396 0.780
H 4.015 -5.053 3.144
H 2.258 -3.754 4.439
H 0.776 -2.170 3.287
N -3.437 5.109 -0.592
C -2.772 3.943 -0.455
C -1.609 3.727 -1.235
C -0.912 2.557 -1.087
N -1.327 1.613 -0.207
C -2.449 1.785 0.534
C -3.216 2.933 0.426
H -3.116 5.847 -1.199
H -4.255 5.345 -0.053
H -1.250 4.467 -1.962
H 0.006 2.331 -1.638
H -2.692 0.986 1.239
H -4.126 3.061 1.010
*
```

# 3
# C17H18BBrCuN6O2

A structure of composition C17H18BBrCuN6O2 in a non-equilibrium geometry (wB97M-V/def2-TZVPD, OMol25).

Results
HOMO energy (alpha / beta) ... -14.8 / -14.8 eV
E ... -5376.2991 a.u.
Orbital gap (alpha / beta) ... 4.30 / 3.99 eV
Strongest force on any atom ... 0.05751 hartree/bohr
Lowest unoccupied orbital energy (alpha / beta) ... -0.38472 / -0.39604 hartree
M ... 492.6 g/mol

The geometry in ORCA input format:
```
! RIJCOSX wB97M-V def2-TZVPD def2/J DEFGRID3
* xyz 2 2
C 2.854 -0.078 -0.825
N 1.637 -0.109 -1.375
N 1.797 -0.166 -2.748
C 3.109 -0.252 -3.042
C 3.817 -0.171 -1.848
B 0.543 -0.045 -3.637
N -0.403 -1.188 -3.210
N -0.870 -1.251 -1.895
C -1.836 -2.188 -1.869
C -1.946 -2.770 -3.144
C -1.015 -2.126 -3.953
Cu -0.157 -0.182 -0.465
N -0.176 1.247 -3.155
N -0.558 1.365 -1.836
C -1.135 2.563 -1.688
C -1.134 3.226 -2.933
C -0.518 2.361 -3.835
H -1.506 2.883 -0.727
H -0.285 2.422 -4.890
H -1.523 4.200 -3.154
H 0.782 -0.027 -4.809
H -0.726 -2.258 -4.989
H 3.432 -0.387 -4.067
H -2.613 -3.558 -3.432
H 4.880 -0.193 -1.711
H -2.377 -2.378 -0.951
H 2.959 -0.023 0.247
H -2.248 -0.924 1.143
C -2.229 -1.746 1.867
H -3.040 -2.451 1.636
H -1.256 -2.249 1.814
H -2.369 -1.316 2.866
Br -1.672 2.367 2.861
C -0.489 1.378 3.971
C -0.589 1.621 5.352
C 0.181 0.892 6.268
C 1.043 -0.100 5.794
C 1.149 -0.349 4.424
C 0.417 0.397 3.481
C 0.585 0.055 2.013
O 1.342 -0.887 1.667
O -0.120 0.762 1.177
H -1.280 2.373 5.719
H 0.098 1.092 7.337
H 1.636 -0.693 6.490
H 1.808 -1.139 4.061
*
```

# 4
# C2H8N2O

A cluster of 2 separate species, C2H8N2O in total in a non-equilibrium geometry (wB97M-V/def2-TZVPD, OMol25).

Results
SMILES string ... [H]/N=C/NC.O
HOMO energy ... -8.9 eV
E ... -265.7185 a.u.
Orbital gap ... 9.85 eV
Strongest force on any atom ... 0.07379 hartree/bohr
Lowest unoccupied orbital energy ... 0.03346 hartree
Energy relative to the best compared isomer or geometry (same formula, charge and spin) ... 169.8 kJ/mol
M ... 76.1 g/mol

The geometry in ORCA input format:
```
! RIJCOSX wB97M-V def2-TZVPD def2/J DEFGRID3
* xyz 0 1
C -2.025 2.305 -0.850
N -1.687 1.320 0.183
C -0.722 0.396 0.035
N -0.717 -0.841 0.332
H -1.946 3.331 -0.458
H -3.075 2.178 -1.084
H -1.296 2.191 -1.649
H -2.465 0.941 0.712
H 0.049 0.820 -0.676
H 0.052 -1.317 -0.119
H 4.809 -4.392 0.755
H 4.581 -3.000 1.320
O 4.441 -3.932 1.499
*
```